Entry 1:
9 unconnected molecules or ions with the total composition C24H66O14, computed with the ωB97M-V functional and the def2-TZVPD basis.

The net charge is 0. Its gap between HOMO and LUMO is 9.826 eV. The relative energy (zero: lowest compared OMol25 entry of this formula, charge and spin) is 0.0000 eV. The energy comes out at -2007.0884 a.u. Its LUMO energy is 0.54 eV. The SMILES is COCCOC.COCCOC.COCCOC.COCCOC.COCCOC.CO.CO.CO.CO.

Structure (XYZ):
```
104
Properties=species:S:1:pos:R:3:forces:R:3
C -0.6970 -1.9453 0.3801 1.041 0.503 -0.249
O -1.2486 -1.3714 -0.7942 -0.427 -0.191 -0.213
H -0.5337 -3.0061 0.2011 -0.435 -0.110 0.135
H 0.3166 -1.5499 0.5403 -0.157 0.030 0.120
H -1.2945 -1.7442 1.2663 -0.227 -0.199 0.034
H -1.0049 -0.4391 -0.8664 0.310 -0.014 0.306
C -0.2917 -5.4911 2.2464 -0.076 -0.588 0.085
O 0.5526 -6.1525 1.3220 0.128 -0.105 -0.129
H 0.2962 -4.9563 2.9929 -0.128 0.353 -0.071
H -1.0282 -4.8650 1.7393 0.122 0.296 0.138
H -0.8447 -6.2630 2.7869 0.034 -0.005 -0.100
H 1.1930 -5.5137 0.9882 -0.097 0.111 0.158
C -1.6590 -4.1670 -2.8471 0.263 -0.340 -0.065
O -2.3409 -2.9444 -2.7939 -0.036 0.085 -0.141
H -1.7302 -4.7349 -1.9087 0.017 0.062 -0.026
H -2.0976 -4.7815 -3.6347 -0.070 0.062 0.023
H -0.5935 -4.0465 -3.0981 -0.067 0.031 0.065
H -1.8895 -2.3779 -2.1482 -0.154 0.088 0.126
C -0.4161 2.0394 -1.7348 -0.455 -0.206 -1.004
O 0.1332 1.1004 -0.8177 0.022 0.210 0.155
H 0.0371 1.9781 -2.7313 0.474 0.034 0.283
H -1.4474 1.7496 -1.9465 -0.085 0.152 0.352
H -0.3776 3.0716 -1.3898 -0.012 -0.055 0.196
H 0.7806 1.5489 -0.2629 0.150 0.007 -0.007
C 4.2171 -0.1748 -4.5651 0.011 -0.217 -0.070
O 3.4342 0.5984 -3.6876 0.155 -0.379 0.009
C 2.6297 -0.1675 -2.8133 -0.558 0.631 -0.461
C 1.4277 -0.8162 -3.4996 0.253 -0.548 1.089
O 0.8026 0.1082 -4.3238 -0.150 0.286 -0.229
C -0.5694 -0.1724 -4.5554 0.575 -0.308 -0.274
H 4.4900 0.4587 -5.4063 0.162 0.035 0.063
H 3.6865 -1.0435 -4.9754 -0.129 0.127 0.081
H 5.1146 -0.5526 -4.0577 0.039 0.082 -0.071
H 2.2189 0.5745 -2.1294 0.158 -0.150 0.247
H 3.1875 -0.9387 -2.2654 0.140 0.092 0.012
H 0.7640 -1.0990 -2.6611 0.001 -0.075 -0.177
H 1.7032 -1.7629 -3.9925 -0.105 0.207 -0.351
H -1.0783 -0.3927 -3.6144 -0.206 0.159 -0.049
H -0.6694 -1.0431 -5.2142 -0.109 -0.019 0.067
H -0.9662 0.6993 -5.0669 -0.260 0.031 0.156
C -2.3346 3.7545 -5.2129 0.198 0.320 0.411
O -2.5997 3.2648 -3.9119 -0.176 0.096 0.062
C -3.4100 4.1622 -3.1781 0.536 0.409 0.087
C -3.7427 3.6006 -1.8208 0.221 0.124 0.075
O -4.4890 2.4195 -1.9131 -0.230 0.021 -0.123
C -4.3650 1.6312 -0.7573 0.418 0.029 0.424
H -2.0966 4.8284 -5.1857 -0.136 -0.051 0.010
H -3.2008 3.5981 -5.8590 0.103 -0.059 -0.188
H -1.4344 3.2641 -5.5759 -0.188 -0.277 -0.173
H -4.2971 4.4859 -3.7367 -0.089 -0.343 -0.026
H -2.8150 5.0749 -2.9893 -0.192 0.010 -0.042
H -4.2854 4.3694 -1.2483 -0.047 -0.048 -0.055
H -2.8062 3.4162 -1.2783 -0.005 -0.026 -0.089
H -4.3892 2.2310 0.1651 -0.293 0.059 -0.127
H -3.3903 1.1209 -0.7295 -0.165 -0.147 -0.133
H -5.1749 0.9078 -0.7399 0.032 -0.074 -0.047
C 1.8890 -2.5633 4.4942 0.280 -0.113 -0.030
O 2.6922 -2.2748 3.3655 -0.282 0.136 -0.088
C 3.3508 -3.4025 2.8414 0.135 -0.450 0.107
C 3.4582 -3.3138 1.3515 -0.076 0.689 -0.872
O 2.1980 -3.5945 0.7752 -0.483 -0.560 0.410
C 2.2195 -3.9270 -0.5859 0.075 0.094 -0.653
H 2.4984 -2.9088 5.3384 -0.024 0.050 -0.002
H 1.1549 -3.3395 4.2621 -0.067 0.040 -0.008
H 1.3758 -1.6474 4.7738 -0.017 0.041 -0.001
H 2.7904 -4.3255 3.0527 0.096 0.102 0.183
H 4.3582 -3.4908 3.2678 -0.058 -0.035 0.087
H 4.2224 -3.9829 0.9432 0.026 -0.163 0.231
H 3.7122 -2.2896 1.0386 0.289 -0.095 0.193
H 2.5472 -4.9558 -0.7990 0.197 0.077 0.311
H 2.8635 -3.2427 -1.1525 -0.103 -0.002 -0.023
H 1.1983 -3.8553 -0.9596 0.016 0.160 -0.017
C -1.7558 3.0489 2.7538 -0.362 0.204 0.332
O -2.6379 2.0013 3.1028 0.050 -0.050 0.133
C -1.9221 0.8796 3.5933 0.022 0.201 -0.328
C -2.8388 -0.2573 3.9699 0.197 -0.553 0.352
O -3.2715 -1.0373 2.8778 -0.165 0.031 -0.128
C -4.3242 -0.4516 2.1197 0.254 0.310 0.207
H -1.3279 3.5097 3.6562 0.303 -0.297 -0.072
H -2.3399 3.8473 2.2958 -0.029 -0.207 -0.291
H -0.9790 2.6772 2.0797 0.120 0.245 0.004
H -1.2992 1.1616 4.4560 -0.135 0.062 0.026
H -1.2426 0.5188 2.8035 -0.001 -0.017 0.112
H -3.6752 0.0454 4.6135 -0.054 0.297 -0.249
H -2.2427 -0.9380 4.5895 -0.007 -0.003 -0.113
H -4.0440 0.5514 1.7910 -0.043 -0.040 -0.047
H -5.2361 -0.3657 2.7217 -0.019 -0.110 -0.040
H -4.4932 -1.0796 1.2499 -0.039 -0.121 0.042
C 1.4351 5.1388 3.3894 -0.458 -0.568 0.254
O 1.8410 4.1285 2.4961 0.231 0.061 -0.183
C 2.9563 3.3656 2.9110 -0.291 -0.337 0.133
C 3.6266 2.8021 1.6858 0.689 0.793 -0.663
O 2.7967 1.9339 0.9537 0.105 -0.190 -0.201
C 2.6780 0.6427 1.4910 -0.900 -0.585 0.102
H 1.9999 6.0627 3.2572 0.038 0.047 0.010
H 1.4971 4.7984 4.4310 0.174 0.095 -0.015
H 0.3733 5.2882 3.1921 0.079 0.370 -0.063
H 2.6010 2.5334 3.5360 0.055 0.122 0.152
H 3.6663 3.9444 3.5107 0.028 0.137 -0.128
H 4.6248 2.3946 1.9077 -0.339 -0.476 0.249
H 3.8619 3.6165 0.9916 -0.265 0.094 0.130
H 3.4380 -0.0751 1.1689 0.391 0.386 0.072
H 1.7317 0.2280 1.1279 0.050 0.034 0.045
H 2.5977 0.6566 2.5790 0.225 -0.119 0.056
```
Forces are in eV/Å.


Entry 2:
9 unconnected molecules or ions with the total composition C24H67F2N7O14S2, computed with the ωB97M-V functional and the def2-TZVPD basis.

The net charge is -3. Its gap between HOMO and LUMO (spin up / spin down) is 1.450 / 7.040 eV. Its multiplicity is 2. The energy comes out at -3386.9334 a.u. Its LUMO energy (spin up / spin down) is 5.63 / 5.63 eV.

Structure (XYZ):
```
116
Properties=species:S:1:pos:R:3:forces:R:3
N -8.2414 17.9018 -19.8118 -0.744 4.914 -1.116
S -9.6155 18.0975 -19.0840 -4.881 -4.509 4.712
O -10.8500 18.2207 -19.8835 2.064 0.728 0.937
O -9.6245 18.7230 -17.7351 0.093 -0.665 -2.850
F -9.7010 16.5479 -18.6987 -0.167 0.061 0.304
S -8.3513 19.5671 -20.2502 4.680 2.450 -2.396
O -8.1362 20.5621 -19.1970 -1.005 -1.480 -1.188
O -9.1299 19.9417 -21.4187 -0.004 -0.697 1.567
F -6.8733 19.6179 -20.9370 -0.064 -0.451 0.202
N -9.3450 13.7465 -17.8862 0.229 0.077 -1.301
O -8.5782 13.8980 -18.7897 2.125 0.252 -1.690
O -9.1456 14.2744 -16.8019 -0.245 0.560 2.886
O -10.3459 13.0645 -18.0989 -2.603 -1.744 0.457
C -6.9213 11.1833 -22.7922 0.628 0.336 -1.295
C -7.4634 12.6251 -23.1753 -1.423 -2.343 0.943
C -8.6884 12.5539 -24.1181 -0.622 -0.460 0.765
O -9.1322 13.8802 -24.4949 1.692 -1.370 0.470
C -10.1314 13.8792 -25.4608 -0.203 0.955 -0.498
N -7.8545 13.2032 -21.9077 0.298 1.099 -1.065
H -6.7402 10.6075 -23.6998 0.355 -0.125 -0.191
H -7.4802 10.5006 -22.1522 -1.160 0.717 -0.086
H -6.0060 11.2159 -22.2013 0.391 0.582 -0.353
H -6.8194 13.2572 -23.7868 1.051 -0.119 0.563
H -9.5414 12.1191 -23.5972 -0.058 -0.349 0.299
H -8.4724 11.8469 -24.9191 0.012 0.517 -0.891
H -9.8870 13.3191 -26.3633 0.004 -0.433 0.044
H -10.1989 14.9214 -25.7729 -0.292 0.132 -0.154
H -11.1024 13.6082 -25.0462 -0.204 -0.405 -0.056
H -8.3628 12.5240 -21.3596 0.185 -0.141 -0.242
H -8.5653 13.8189 -22.2763 -0.126 1.181 1.348
C -8.4478 17.5106 -24.6589 -1.211 1.285 0.396
C -8.1977 17.0116 -23.2164 -1.060 -0.566 -1.470
C -9.5878 16.5416 -22.6854 1.211 0.383 1.290
O -9.4370 15.7096 -21.5119 -0.891 0.069 -1.642
C -10.6904 15.0724 -21.2085 1.707 -0.205 0.403
N -7.2361 15.9610 -23.3084 1.124 -1.054 0.440
H -9.0245 18.4274 -24.5363 0.000 0.501 -0.438
H -9.0960 16.8793 -25.2667 0.010 -0.531 0.322
H -7.5878 17.7025 -25.3006 0.415 0.133 0.470
H -7.8130 17.8040 -22.5744 -0.050 0.002 -0.108
H -10.1833 16.0505 -23.4550 0.190 -0.319 -0.114
H -10.1069 17.4548 -22.3942 -0.326 0.178 0.005
H -11.2076 15.7275 -20.5076 -0.566 -0.150 -0.445
H -10.4324 14.1307 -20.7239 0.080 0.138 0.545
H -11.1953 14.7207 -22.1082 -0.518 0.659 -0.220
H -7.6102 15.1932 -23.8475 -0.393 -0.151 0.080
H -6.4770 16.2884 -23.8885 0.344 0.195 0.102
C -6.2871 15.1432 -14.8938 0.828 -0.218 0.937
C -5.7599 15.5066 -16.2668 -0.502 -1.064 -0.788
C -5.1176 14.2582 -16.9556 -1.005 0.951 0.380
O -4.5396 14.6271 -18.1947 1.179 -0.254 0.333
C -3.1836 15.0139 -18.0684 -0.368 0.658 0.300
N -6.8814 16.0195 -17.0520 1.060 0.024 0.206
H -7.0677 14.3828 -14.9110 -0.456 0.384 -0.427
H -6.6044 16.0614 -14.3995 -0.405 -0.179 0.091
H -5.5573 14.6696 -14.2372 0.623 0.099 0.174
H -4.9981 16.2854 -16.2306 0.231 0.006 0.239
H -5.8381 13.4591 -17.1301 -0.517 0.379 -0.407
H -4.4731 13.7861 -16.2142 1.047 0.117 -0.136
H -2.8402 15.5836 -18.9319 -0.224 -0.701 -0.586
H -2.5320 14.1804 -17.8060 0.154 -0.307 -0.322
H -3.0010 15.7687 -17.3035 -0.413 0.074 0.709
H -7.6490 15.4196 -16.7854 -0.655 0.084 -0.652
H -7.0843 16.9410 -16.6920 -0.306 0.276 -0.160
C -10.3434 9.4288 -17.2604 1.430 0.559 0.707
C -10.8110 10.1095 -15.9473 -1.131 -1.569 1.117
C -9.8502 10.7748 -14.9507 1.655 0.683 -0.796
O -10.4203 11.3417 -13.7420 -0.752 -0.516 -0.890
C -9.5891 12.2587 -13.0558 0.410 -0.104 -0.276
N -11.9028 10.9814 -16.2833 -0.339 0.234 -0.252
H -9.4647 8.8051 -17.0961 0.323 0.039 0.226
H -10.0438 10.1656 -18.0057 -0.209 -0.014 -0.130
H -11.0747 8.7157 -17.6411 -0.410 0.541 0.051
H -11.1843 9.2335 -15.4168 -0.602 -0.081 0.480
H -9.3430 11.5333 -15.5470 0.011 0.752 0.200
H -9.0354 10.0998 -14.6888 0.027 -0.456 0.353
H -9.3376 13.1479 -13.6339 0.107 -0.106 -0.433
H -8.6840 11.7469 -12.7286 0.389 0.019 -0.060
H -10.0475 12.6584 -12.1512 -0.614 -0.429 -0.064
H -11.4556 11.7036 -16.8296 -0.167 0.681 -0.579
H -12.2387 11.4610 -15.4604 -0.076 -0.028 0.282
C -16.5562 13.8419 -21.1283 0.747 -0.463 0.053
C -15.3530 13.0447 -20.4937 -0.186 0.937 -0.225
C -15.1074 13.3227 -18.9900 -0.285 0.566 -0.767
O -14.6332 14.6430 -18.8206 -0.439 0.694 0.150
C -13.2241 14.8010 -18.8199 0.201 -0.593 0.338
N -15.4965 11.6392 -20.8186 -0.852 -0.456 0.081
H -16.6748 13.5560 -22.1735 0.106 -0.384 -0.083
H -16.3885 14.9159 -21.2092 0.142 0.043 0.585
H -17.5110 13.6277 -20.6482 0.044 0.016 0.264
H -14.4635 13.4002 -21.0136 0.253 0.435 0.117
H -14.4224 12.5974 -18.5509 0.273 -0.190 -0.078
H -16.0348 13.2824 -18.4186 -0.224 -0.179 -0.053
H -12.7884 14.6597 -19.8090 -0.030 -0.346 0.082
H -12.8363 14.1036 -18.0774 0.537 -0.269 -0.261
H -12.8889 15.7818 -18.4824 -0.643 0.261 -0.075
H -15.2651 11.5552 -21.7982 -0.016 -0.356 -0.177
H -14.8744 11.0260 -20.3115 0.284 0.200 0.126
C -11.7842 11.5657 -21.4815 -0.744 -0.253 -0.241
C -10.7877 10.6547 -20.7991 0.449 0.656 -0.928
O -9.5638 11.3452 -20.6402 -0.075 -0.620 0.624
H -12.2656 12.2017 -20.7386 -0.166 0.131 -0.112
H -12.5173 10.9675 -22.0227 -0.457 -0.058 0.271
H -11.3792 12.1953 -22.2738 0.470 -0.016 0.252
H -10.5517 9.8163 -21.4544 -0.177 -0.357 0.266
H -11.1432 10.3691 -19.8090 -0.258 -0.502 -0.189
H -9.7645 11.9539 -19.9255 0.484 0.856 0.605
C -12.3707 14.5489 -14.4087 -0.727 -0.149 0.067
C -11.7879 15.9130 -14.6339 0.449 -0.703 0.629
O -10.4002 15.7171 -14.5330 0.604 1.082 0.231
H -12.0132 13.8620 -15.1758 -0.467 0.066 -0.398
H -13.4529 14.6667 -14.3534 -0.260 -0.657 -0.217
H -11.9975 14.0921 -13.4921 -0.078 0.346 0.303
H -12.0899 16.5851 -13.8307 0.082 0.154 0.108
H -12.1265 16.3627 -15.5673 0.209 -0.036 -0.266
H -10.1233 15.1936 -15.2886 0.359 -0.227 -0.652
```
Forces are in eV/Å.